Record 1
Formula: C26H24MnN4Se
Source: the Open Molecules 2025 dataset
Level of theory: ωB97M-V/def2-TZVPD

Element x y z (Å)
Mn  0.215211  -0.591072  1.573947
C  -0.428267  3.547846  -2.084647
C  -1.010531  2.330156  -2.406161
C  -1.220078  1.378129  -1.419849
C  -0.847087  1.648379  -0.109708
C  -0.261152  2.864334  0.215746
C  -0.053844  3.813234  -0.774047
N  -1.067344  0.661168  0.902533
C  -2.299817  0.582672  1.485295
C  -3.382874  1.438613  1.188096
C  -4.579484  1.261700  1.832644
C  -4.787618  0.247992  2.798112
C  -3.764922  -0.594273  3.114990
C  -2.525948  -0.427888  2.462072
N  -1.417128  -1.188261  2.679931
N  -1.350666  -2.123606  3.518623
C  -0.072623  -2.709602  3.524940
C  0.153141  -3.799589  4.343727
C  1.412605  -4.376681  4.342850
C  2.403149  -3.848055  3.529076
C  2.105204  -2.754188  2.738661
N  0.892797  -2.186686  2.731497
H  -0.264320  4.289907  -2.854842
H  -1.298531  2.116348  -3.427163
H  -1.673965  0.424016  -1.659376
H  0.031783  3.057638  1.240462
H  0.401274  4.761795  -0.520928
H  -3.259729  2.225232  0.458092
H  -5.399059  1.927402  1.593598
H  -5.750704  0.151804  3.277837
H  -3.872345  -1.381623  3.847959
H  -0.656262  -4.170279  4.955101
H  1.618002  -5.232017  4.972178
H  3.397062  -4.269504  3.502284
H  2.840117  -2.301817  2.085356
C  1.282933  0.190715  -5.446332
C  1.492131  0.166190  -3.958209
C  0.977265  -0.857748  -3.174986
C  1.172880  -0.894964  -1.799692
C  0.563202  -2.023564  -1.015059
C  1.909284  0.133364  -1.198505
Se  2.305291  0.082024  0.674421
C  2.428699  1.188629  -1.957995
C  3.231773  2.304134  -1.350031
C  2.209400  1.175949  -3.329206
H  0.664148  -0.642524  -5.775261
H  2.236787  0.131814  -5.972385
H  0.799188  1.118317  -5.756742
H  0.408440  -1.651537  -3.646525
H  0.155102  -2.782732  -1.680115
H  -0.294583  -1.673820  -0.412243
H  1.285991  -2.498845  -0.349067
H  2.770936  2.677816  -0.436493
H  3.324505  3.129338  -2.054079
H  4.238897  1.966139  -1.095142
H  2.611683  1.988081  -3.925242

Atomic forces in eV per Å
Mn 0.1 -0.1 -0.1
C 0.0 0.0 0.0
C 0.0 0.0 0.0
C 0.0 0.0 0.0
C 0.0 0.0 0.0
C 0.0 0.0 0.0
C 0.0 0.0 0.0
N 0.0 0.1 0.1
C 0.0 0.0 0.0
C 0.0 0.0 0.0
C 0.0 0.0 0.0
C 0.0 0.0 0.0
C 0.0 0.0 0.0
C 0.0 0.0 0.0
N 0.0 0.1 0.0
N 0.0 0.0 0.0
C 0.0 0.0 0.0
C 0.0 0.0 0.0
C 0.0 0.0 0.0
C 0.0 0.0 0.0
C 0.0 0.0 0.0
N -0.1 0.0 0.0
H 0.0 0.0 0.0
H 0.0 0.0 0.0
H 0.0 0.0 0.0
H 0.0 0.0 0.0
H 0.0 0.0 0.0
H 0.0 0.0 0.0
H 0.0 0.0 0.0
H 0.0 0.0 0.0
H 0.0 0.0 0.0
H 0.0 0.0 0.0
H 0.0 0.0 0.0
H 0.0 0.0 0.0
H 0.0 0.0 0.0
C 0.0 0.0 0.0
C 0.0 0.0 0.0
C 0.0 0.0 0.0
C 0.0 0.0 0.0
C 0.1 0.0 0.0
C -0.1 -0.1 0.0
Se 0.0 0.1 0.1
C 0.0 0.0 0.0
C 0.0 0.0 0.0
C 0.0 0.0 0.0
H 0.0 0.0 0.0
H 0.0 0.0 0.0
H 0.0 0.0 0.0
H 0.0 0.0 0.0
H 0.0 0.0 0.0
H -0.1 0.0 -0.1
H 0.0 0.0 0.0
H 0.0 0.0 0.0
H 0.0 0.0 0.0
H 0.0 0.0 0.0
H 0.0 0.0 0.0

Values from the calculation:
Net charge: +1
Multiplicity: 5
Kohn-Sham gap (spin up / spin down), hartree: 0.21724 / 0.21338
Strongest force on any atom, hartree/bohr: 0.0029

=====

Record 2
Formula: C26H24N7ORhSSi
Source: the Open Molecules 2025 dataset
Level of theory: ωB97M-V/def2-TZVPD

Element x y z (Å)
Rh  -0.207824  0.052333  -0.186726
C  -2.355556  4.957242  -1.396866
C  -1.639570  5.266776  -0.241960
C  -0.931961  4.286094  0.421447
C  -0.949776  2.986930  -0.087687
C  -1.665905  2.670425  -1.239599
C  -2.369323  3.660713  -1.897993
N  -0.254498  1.932765  0.548639
N  0.446152  2.175764  1.547128
C  1.067693  1.019993  2.048690
C  1.884195  1.105221  3.151541
C  2.540409  -0.042595  3.583800
C  2.364147  -1.226505  2.890123
C  1.516427  -1.247811  1.791901
N  0.866644  -0.154341  1.401295
H  -2.905563  5.733518  -1.911682
H  -1.636989  6.279389  0.136752
H  -0.367266  4.508289  1.315918
H  -1.670369  1.657551  -1.631749
H  -2.925399  3.427821  -2.795069
H  2.002919  2.060462  3.643024
H  3.190485  -0.007168  4.447572
H  2.871015  -2.133166  3.187327
H  1.346041  -2.148261  1.219081
S  -3.642282  -6.374755  1.321655
N  -2.384233  -6.070196  0.368068
C  -2.190285  -4.762323  0.400453
C  -1.149480  -4.043726  -0.312543
C  -0.158823  -4.648790  -1.096526
C  0.773291  -3.856638  -1.730547
C  0.715803  -2.473331  -1.573388
N  -0.203007  -1.900542  -0.802836
C  -1.126583  -2.662634  -0.169319
C  -2.063219  -1.958642  0.698723
N  -1.898315  -0.616385  0.804569
C  -2.712708  0.068735  1.601142
C  -3.712605  -0.547205  2.349077
C  -3.881431  -1.910589  2.260328
C  -3.047527  -2.639281  1.405779
C  -3.113038  -4.079315  1.230534
N  -3.988176  -4.883375  1.811535
H  -0.142042  -5.728003  -1.182040
H  1.552712  -4.286930  -2.342997
H  1.409331  -1.802344  -2.063361
H  -2.573523  1.141009  1.643993
H  -4.334692  0.055799  2.994943
H  -4.635129  -2.431859  2.836539
C  3.993757  -0.027184  -1.893061
Si  2.605575  1.219780  -1.961564
C  2.247000  1.618957  -3.739809
C  3.105467  2.750143  -1.029853
O  1.247774  0.538306  -1.298138
H  4.919999  0.422123  -2.256742
H  3.786059  -0.903216  -2.512757
H  4.169060  -0.363748  -0.866576
H  3.152206  2.018992  -4.202556
H  1.458912  2.369858  -3.831863
H  1.942247  0.730190  -4.296008
H  3.996436  3.187736  -1.484611
H  3.347093  2.519363  0.012230
H  2.318250  3.508584  -1.037379

Atomic forces in eV per Å
Rh -0.4 0.4 0.1
C 0.0 0.0 0.0
C 0.0 0.0 0.0
C 0.1 0.0 0.1
C 0.0 0.0 0.2
C 0.0 -0.1 0.0
C 0.0 0.0 0.0
N 0.1 0.1 -0.6
N -0.1 -0.3 0.3
C 0.1 0.2 -0.1
C 0.1 -0.1 0.2
C 0.0 0.1 0.0
C -0.1 0.0 -0.1
C 0.0 -0.2 0.1
N 0.2 0.2 0.3
H 0.0 0.0 0.0
H 0.0 0.0 0.0
H 0.0 0.0 0.0
H 0.0 0.0 0.0
H 0.0 0.0 0.0
H 0.0 0.0 0.0
H 0.0 0.0 0.0
H 0.0 0.0 0.0
H 0.0 0.0 0.0
S 0.0 0.0 0.0
N 0.0 0.0 0.0
C 0.1 0.1 0.0
C 0.0 -0.1 0.0
C 0.0 0.0 0.0
C 0.0 0.0 0.0
C 0.0 0.0 -0.1
N 0.2 -0.1 0.2
C 0.0 0.1 0.0
C 0.1 0.0 -0.1
N 0.0 -0.2 0.1
C 0.0 0.0 0.0
C 0.0 0.0 0.0
C 0.0 0.0 0.0
C -0.1 -0.1 0.0
C 0.0 0.1 0.0
N 0.0 0.0 0.0
H 0.0 0.0 0.0
H 0.0 0.0 0.0
H 0.0 0.0 0.1
H 0.1 0.0 0.0
H 0.0 0.0 0.0
H 0.0 0.0 0.0
C -0.1 0.0 0.2
Si 0.2 -0.1 0.0
C -0.2 0.0 0.1
C -0.1 0.0 0.2
O 0.0 -0.1 -0.7
H 0.0 0.0 0.0
H 0.0 0.0 0.0
H 0.1 0.0 0.0
H 0.0 0.0 0.0
H 0.0 0.0 -0.1
H 0.0 0.0 0.0
H 0.0 0.0 0.0
H 0.0 0.0 0.0
H 0.0 0.0 0.0

Values from the calculation:
Net charge: +2
Kohn-Sham gap, hartree: 0.25274
Strongest force on any atom, hartree/bohr: 0.0132

=====

For the records above, the corresponding DFT total energy values read -4776.43633, -2261.53426 Ha.